Computed, not measured: a single C4H3NO2 molecule, with ωB97M-V/def2-TZVPD.

Properties
**Relative energy (zero: lowest compared OMol25 entry of this formula, charge and spin)**: 443.5 kJ/mol
**LUMO**: 0.15 eV
**DFT total energy**: -359.30143 a.u.
**Gap between HOMO and LUMO**: 10.1 eV

Each line ends with the natural charge from an NBO analysis.
CARTESIAN COORDINATES (ANGSTROEM)
1 O 1.46 0.81 -0.21  -0.608
2 C 1.39 -0.49 -0.46  0.424
3 C 0.89 0.65 1.36  0.561
4 N 0.29 -1.15 -0.52  -0.505
5 C -0.91 -0.46 -0.50  -0.039
6 C -1.24 0.56 0.31  0.025
7 O -0.36 0.87 1.34  -0.476
8 H 2.33 -1.05 -0.55  0.175
9 H -1.66 -0.84 -1.17  0.219
10 H -2.19 1.08 0.40  0.225

Computed, not measured: a molecular structure, C35H58BeBr3ClCsF8N2O8SiV, with ωB97M-V/def2-TZVPD.

Properties
**LUMO**: -7.81 eV
**DFT total energy**: -12328.23146 a.u.
**Total charge**: +2
**Gap between HOMO and LUMO**: 3.1 eV

Each line ends with the Mulliken charge.
CARTESIAN COORDINATES (ANGSTROEM)
1 C 5.48 0.04 1.51  -1.634
2 Si 3.85 0.54 0.53  0.864
3 C 3.45 2.29 1.09  -0.562
4 C 4.16 0.58 -1.33  0.480
5 C 3.17 -0.21 -2.21  -0.663
6 C 2.29 0.63 -3.13  -0.745
7 C 1.61 1.85 -2.53  -0.975
8 C 0.15 1.63 -2.11  -0.494
9 C -0.32 2.67 -1.08  -0.553
10 C -1.54 3.45 -1.55  -1.571
11 C -2.78 2.52 -1.67  -0.735
12 C -3.97 2.97 -0.83  0.564
13 C -4.38 2.06 0.27  -1.634
14 N -5.61 1.76 0.23  0.510
15 O -6.17 0.94 1.16  -0.305
16 C -6.39 2.30 -0.85  0.238
17 C -7.09 1.19 -1.65  -1.582
18 C -6.21 -0.05 -1.81  0.761
19 C -7.03 -1.32 -2.12  -1.210
20 C -6.19 -2.52 -1.73  0.797
21 F -4.89 -2.36 -2.05  -0.224
22 F -6.64 -3.59 -2.45  -0.350
23 C -6.26 -2.93 -0.25  0.560
24 F -7.51 -3.03 0.21  -0.291
25 F -5.66 -4.12 -0.10  -0.349
26 F -5.58 -2.04 0.50  -0.189
27 C -5.34 3.12 -1.63  -1.302
28 C 2.30 -0.56 1.06  -1.386
29 C 1.05 0.01 1.50  0.006
30 C -0.03 -0.88 1.82  -0.916
31 C 0.15 -2.26 1.73  -0.617
32 C 1.37 -2.93 1.35  -1.035
33 C 2.47 -2.09 0.98  -0.445
34 H 6.29 0.52 0.99  0.081
35 H 5.64 -1.07 1.50  0.531
36 H 5.45 0.49 2.56  0.358
37 H 2.63 2.73 0.53  0.041
38 H 4.34 2.88 0.84  0.264
39 H 3.29 2.38 2.16  0.297
40 H 5.21 0.18 -1.54  -0.863
41 H 4.21 1.62 -1.66  0.678
42 H 2.55 -0.92 -1.66  0.870
43 H 3.78 -0.82 -2.88  0.222
44 H 1.44 -0.05 -3.46  0.323
45 H 2.82 0.86 -4.05  0.447
46 H 1.59 2.61 -3.32  0.184
47 H 2.15 2.31 -1.70  0.374
48 H -0.02 0.64 -1.69  0.447
49 H -0.48 1.73 -2.99  0.605
50 H 0.46 3.39 -0.83  0.595
51 H -0.61 2.15 -0.17  -0.169
52 H -1.37 4.03 -2.45  0.440
53 H -1.78 4.18 -0.77  0.544
54 H -2.50 1.52 -1.34  0.413
55 H -3.08 2.51 -2.71  0.339
56 H -3.89 3.95 -0.34  0.689
57 H -3.73 1.66 1.04  1.011
58 H -7.12 0.87 0.95  0.420
59 H -7.19 2.97 -0.55  0.146
60 H -8.05 0.97 -1.18  0.633
61 H -7.32 1.54 -2.65  0.422
62 H -5.55 0.15 -2.65  0.182
63 H -5.60 -0.29 -0.94  -0.205
64 H -7.95 -1.25 -1.54  0.418
65 H -7.26 -1.43 -3.17  0.384
66 H -5.30 2.77 -2.65  0.496
67 H -5.67 4.15 -1.55  0.326
68 H 0.99 1.09 1.51  1.253
69 H -0.97 -0.40 2.06  0.454
70 H -0.69 -2.89 1.92  0.553
71 H 1.44 -4.00 1.26  0.592
72 H 3.49 -2.54 0.64  0.705
73 O 6.49 -1.01 -3.77  0.098
74 C 5.94 -0.41 -4.78  -0.322
75 C 6.05 1.29 -4.40  0.623
76 O 5.50 1.92 -5.32  -0.405
77 H 4.87 -0.61 -4.96  0.220
78 H 6.38 -0.53 -5.76  0.419
79 H 7.14 1.42 -4.23  0.401
80 H 5.58 1.31 -3.37  -0.383
81 Br 7.34 3.68 -0.43  -0.048
82 C 7.49 5.35 0.54  -0.671
83 C 8.35 5.19 1.77  -0.546
84 Br 7.38 4.27 3.19  -0.154
85 H 6.49 5.68 0.78  0.358
86 H 7.95 6.06 -0.15  0.363
87 H 8.61 6.16 2.19  0.354
88 H 9.25 4.62 1.58  0.378
89 O 9.49 -4.62 -4.92  -0.697
90 V 8.54 -3.30 -4.69  1.526
91 O 7.55 -1.89 -4.45  -0.859
92 O 1.84 1.64 4.52  -0.339
93 H 0.94 1.59 4.94  0.457
94 H 1.84 1.21 3.63  0.149
95 H 2.54 1.27 5.11  0.494
96 C -3.39 -5.01 1.53  -0.589
97 C -3.52 -6.38 2.15  -0.484
98 O -2.34 -6.69 2.93  -0.313
99 C -2.30 -6.18 4.15  0.346
100 O -3.12 -5.49 4.67  -0.518
101 C -1.00 -6.64 4.85  0.889
102 F 0.06 -6.52 4.03  -0.241
103 F -1.10 -7.92 5.22  -0.249
104 F -0.76 -5.91 5.94  -0.244
105 H -2.47 -4.94 0.95  0.277
106 H -4.22 -4.78 0.87  0.195
107 H -3.35 -4.24 2.30  0.327
108 H -3.57 -7.15 1.37  0.368
109 H -4.42 -6.47 2.75  0.341
110 Cl -3.32 -0.85 0.66  -0.675
111 Cs 3.40 -1.13 3.14  1.196
112 Br 7.24 0.31 -1.34  -0.509
113 Be 1.55 -1.69 -4.05  -0.077
114 C -3.84 1.20 5.18  -0.747
115 C -2.44 1.06 4.83  0.311
116 N -1.32 0.95 4.57  -0.328
117 H -4.40 1.58 4.33  0.173
118 H -4.24 0.22 5.46  0.293
119 H -3.94 1.88 6.02  0.331